# 1
Density functional theory data (ωB97M-V/def2-TZVPD) for C8H24Be2NO11 as an isolated structure in a non-equilibrium geometry.

Geometry as ORCA input:
```
! wB97M-V def2-TZVPD RIJCOSX def2/J DEFGRID3
* xyz 3 1
Be -4.746 -0.890 -3.244
C 0.593 -4.627 1.721
H -1.379 1.110 3.964
O 2.455 -4.260 0.120
H 0.046 5.056 0.752
O -4.964 1.682 5.135
H 0.965 3.661 -1.116
H 0.130 -5.428 2.297
H -2.545 2.286 6.327
H 1.824 5.217 1.348
H 1.359 -0.212 -4.804
C 1.881 -5.245 1.044
O 0.765 -0.820 -0.969
H -3.829 0.256 5.875
H 1.812 -2.216 -6.088
Be 3.387 -1.025 1.402
O 0.790 3.394 1.354
C 0.834 -1.737 -6.134
H 3.374 5.159 -1.008
O 2.928 4.322 -0.861
O 0.162 -2.149 -4.987
O -1.307 -1.084 -1.439
H 0.161 -1.912 -6.973
O -1.337 1.340 4.895
H -3.624 0.553 4.148
H 3.141 -4.662 -0.418
O -0.036 0.642 -6.105
N -0.442 -0.702 -0.706
H -2.524 2.933 4.641
H 1.552 -6.175 0.581
H -0.120 0.790 -7.050
C 1.053 4.645 0.833
O 0.965 -3.453 2.384
H 0.063 -1.423 -4.366
C 1.516 4.494 -0.680
C -3.750 1.036 5.118
H -0.048 3.053 1.032
H 0.184 -3.015 2.731
C 1.053 -0.212 -5.850
H -0.081 -4.206 0.974
H 1.432 5.469 -1.160
H -5.240 1.839 4.229
C -2.547 2.039 5.265
H 1.953 0.159 -6.340
H 2.736 -5.420 1.697
O -0.594 -0.260 0.432
*
```

Its HOMO-LUMO gap is 1.58 eV. The calculation puts the LUMO energy at -14.7 eV. Its energy is -33449.502 eV. The value obtained for the energy above the lowest of the compared OMol25 structures with the same formula, charge and spin is 213.6 kcal/mol. Its HOMO energy is -16.3 eV.

Electronic structure analysis, Löwdin charges in units of e: 0.8486 -0.2080 0.0815 -0.0927 0.1381 0.0569 0.1262 0.1336 0.1405 0.1465 0.1187 -0.1472 0.0961 0.1505 0.1434 1.0640 -0.0019 -0.1596 0.1118 0.0014 -0.0302 0.1092 0.1368 -0.0150 0.1202 0.0927 0.0148 -0.6118 0.1334 0.1296 0.1162 -0.1681 -0.0865 0.0710 -0.1439 -0.2036 0.1011 0.0948 -0.2117 0.1212 0.1374 0.1194 -0.1281 0.1362 0.1276 0.0886

# 2
Density functional theory data (ωB97M-V/def2-TZVPD) for one molecule with the formula CH3Br2OP in a non-equilibrium geometry.

Geometry as ORCA input:
```
! wB97M-V def2-TZVPD RIJCOSX def2/J DEFGRID3
* xyz 0 1
H -1.243 -0.224 -1.336
O 1.040 -0.113 2.297
C -1.007 -0.023 -0.208
H -1.524 -0.662 0.649
Br 1.625 -1.753 -0.642
H -1.341 1.019 -0.208
P 0.748 0.019 0.196
Br 1.702 1.739 -0.747
*
```

Its HOMO-LUMO gap is 8.50 eV. The calculation puts the LUMO energy at -0.8 eV. Its energy is -152504.302 eV. The value obtained for the energy above the lowest of the compared OMol25 structures with the same formula, charge and spin is 104.9 kcal/mol. Its HOMO energy is -9.3 eV.

Electronic structure analysis, Löwdin charges in units of e: 0.0880 -0.5888 -0.3702 0.1089 0.3661 0.0260 0.0210 0.3489

# 3
Density functional theory data (ωB97M-V/def2-TZVPD) for a 2-piece molecular cluster, C32H20BF9 overall in a non-equilibrium geometry.

Geometry as ORCA input:
```
! wB97M-V def2-TZVPD RIJCOSX def2/J DEFGRID3
* xyz 0 1
C -1.337 -2.299 -2.185
C -2.814 3.621 -1.460
H -0.098 -3.626 -0.829
H 0.039 -1.943 -0.794
C 4.096 -2.030 -2.253
H 4.443 -3.712 -0.989
C -0.057 -2.732 -1.485
C 1.329 2.713 3.060
H -3.189 -1.166 5.746
F -2.976 0.513 0.439
C 5.528 -1.589 -2.182
F 0.649 3.331 -0.410
C 3.163 -1.214 -2.875
C 1.913 1.040 1.476
C -1.459 0.844 2.830
C 3.266 1.220 1.736
F 0.361 3.378 3.775
C -0.737 3.219 -0.373
H 3.472 -0.251 -3.302
H -2.439 -2.224 -0.328
F 1.530 0.032 0.616
H -4.569 -1.464 -1.361
C -1.356 -1.861 -3.520
H -4.146 1.013 4.999
C 2.370 -3.455 -1.456
H -3.384 4.126 -2.224
H -4.272 1.988 -1.246
C -3.232 0.627 4.542
H 4.699 2.334 2.929
F -3.231 2.427 2.968
F -0.197 -1.135 2.364
H -0.446 -1.882 -4.118
C -2.620 1.298 3.483
H 2.108 -4.199 -0.707
H 4.021 0.625 1.203
C -1.649 -1.197 4.234
H -2.517 -0.952 -5.118
H 1.090 -0.709 -2.919
F 6.021 -1.249 -3.419
C -1.469 3.947 -1.308
H -1.303 -2.219 4.427
C -2.690 -0.598 4.959
C -1.081 -0.475 3.194
C -3.327 2.437 -0.921
C 3.634 2.182 2.696
B -0.649 1.771 1.863
C 1.363 -2.668 -2.064
C -2.556 1.769 0.016
H -4.641 -0.874 -3.773
H 2.962 3.589 4.205
C -3.719 -1.273 -3.343
C -3.687 -1.618 -1.978
C 1.803 -1.511 -2.756
C -1.307 2.246 0.510
F 5.661 -0.472 -1.381
F 6.367 -2.523 -1.661
C 3.705 -3.152 -1.553
C 0.893 1.825 2.068
C -2.533 -1.358 -4.094
C -2.493 -2.072 -1.404
C 2.664 2.908 3.399
H -0.970 4.681 -1.952
*
```

Its HOMO-LUMO gap is 7.97 eV. The calculation puts the LUMO energy at -0.9 eV. Its energy is -58641.667 eV. The value obtained for the energy above the lowest of the compared OMol25 structures with the same formula, charge and spin is 0.0 kcal/mol. Its HOMO energy is -8.9 eV.

Electronic structure analysis, Löwdin charges in units of e: -0.1933 -0.0523 0.1306 0.0960 -0.1458 0.1234 -0.0911 -0.2045 0.1099 0.0549 -0.5138 0.0542 -0.0048 -0.1915 0.0152 -0.0015 0.0594 -0.1642 0.1311 0.1113 0.0473 0.1006 -0.0503 0.1206 -0.0296 0.1093 0.1270 -0.0073 0.1136 0.0544 0.0529 0.1000 -0.1951 0.1141 0.1223 -0.0106 0.1048 0.1141 0.1102 -0.0125 0.1242 -0.0608 -0.1839 -0.0061 -0.0627 -0.1136 -0.1632 -0.1806 0.0974 0.1216 -0.0964 -0.0924 -0.0261 0.0504 0.1004 0.1176 -0.0216 0.0057 -0.0862 -0.0501 -0.0102 0.1273

# 4
Density functional theory data (ωB97M-V/def2-TZVPD) for C9H12F2N7STl as an isolated structure.

Geometry as ORCA input:
```
! wB97M-V def2-TZVPD RIJCOSX def2/J DEFGRID3
* xyz 0 1
H -3.493 -2.002 -2.947
H -3.842 -0.355 -2.573
F -1.114 -0.748 3.100
N 4.306 -0.204 -0.527
H -2.052 -5.100 -0.520
C -2.518 -3.307 0.575
C -1.717 -4.742 2.829
H 6.217 0.100 -0.696
H 0.682 0.019 2.894
C -0.267 0.029 2.345
N -2.892 -2.681 -0.649
H -1.358 -6.368 1.465
N 4.368 -0.712 0.680
H -2.858 -1.675 1.931
N 2.300 -0.266 0.012
N -3.449 -1.236 -2.296
H 5.279 0.745 -1.928
N 3.116 0.075 -0.972
F -0.707 1.391 2.618
C -3.293 -1.428 -0.957
S -3.543 -0.148 0.092
H -2.155 -2.938 3.904
C -2.083 -4.629 0.459
C -2.144 -3.428 2.938
C -1.689 -5.342 1.576
H 2.698 -1.101 1.941
C -2.552 -2.703 1.824
N 5.435 -0.044 -1.316
C 3.076 -0.738 0.997
H -1.399 -5.292 3.705
H -2.790 -3.299 -1.436
Tl -0.445 0.696 -0.029
*
```

Its HOMO-LUMO gap is 7.36 eV. The calculation puts the LUMO energy at 0.3 eV. Its energy is -40919.009 eV. The value obtained for the energy above the lowest of the compared OMol25 structures with the same formula, charge and spin is 0.0 kcal/mol. Its HOMO energy is -7.0 eV.

Electronic structure analysis, Löwdin charges in units of e: 0.1009 0.0868 -0.1015 -0.3023 0.1068 -0.2183 -0.0904 0.0937 0.0410 -0.4524 0.0648 0.1015 0.1223 0.0316 -0.0626 0.0772 0.0951 0.0669 -0.2311 -0.8851 0.5709 0.1078 -0.0448 -0.0733 -0.0936 0.1051 -0.0515 0.1295 -0.2027 0.1003 0.1294 0.6781

# 5
Density functional theory data (ωB97M-V/def2-TZVPD) for C13H33BCeO3P2 as an isolated structure in a non-equilibrium geometry.

Geometry as ORCA input:
```
! wB97M-V def2-TZVPD RIJCOSX def2/J DEFGRID3
* xyz 1 2
H 3.147 0.902 -1.802
H -2.566 -2.495 3.137
H -0.613 3.719 -1.828
H 0.024 0.006 0.478
H 3.542 3.550 -1.787
H 3.798 3.634 -0.014
O -0.199 0.256 -3.033
H 0.805 3.575 -2.896
C -2.821 0.786 0.800
H -2.418 -3.337 -0.490
C -2.795 -3.195 0.535
H 4.635 -1.060 0.596
H 0.514 5.111 -2.007
H -1.854 1.035 1.264
C 0.418 0.343 -2.060
H 1.497 3.864 1.795
O -0.993 -1.818 1.108
C -4.151 -0.804 -0.557
H -4.223 -1.758 -1.094
C -2.444 -1.816 1.107
H 4.642 -2.698 -0.141
H -4.930 -0.789 0.218
C -2.949 -1.670 2.527
H 3.130 5.064 -0.888
H -2.354 -3.971 1.175
H -4.349 0.022 -1.252
H -2.633 -0.713 2.960
O -1.751 -0.629 -0.804
H -0.163 3.927 1.169
C 0.434 4.022 -1.962
H 2.431 -1.986 2.235
P 1.393 3.425 -0.569
B -0.672 -0.942 0.052
C 4.240 -1.680 -0.230
H -4.044 -1.724 2.509
P 2.397 -1.821 -0.147
C -2.827 -0.612 0.145
H 0.631 1.215 0.793
H 0.961 5.300 0.857
H 0.845 -3.004 -1.546
H 4.571 -1.234 -1.184
H 0.974 -2.717 1.537
H -3.627 0.886 1.541
H 2.550 -3.579 1.436
C 2.054 -2.610 1.417
H -3.003 1.526 0.003
C 0.874 4.218 0.963
H -3.876 -3.336 0.543
H 2.424 -3.852 -1.396
H 2.255 -2.433 -2.476
C 1.936 -2.882 -1.523
C 3.144 3.966 -0.844
Ce 1.988 0.812 -0.373
*
```

Its HOMO-LUMO gap (spin up / spin down) is 6.93 / 7.04 eV. The calculation puts the LUMO energy (spin up / spin down) at -3.4 / -3.6 eV. Its energy is -52331.727 eV. The value obtained for the energy above the lowest of the compared OMol25 structures with the same formula, charge and spin is 39.8 kcal/mol. Its HOMO energy (spin up / spin down) is -10.4 / -10.7 eV.

Electronic structure analysis, Löwdin charges in units of e: -0.1561 0.1002 0.0594 -0.0034 0.0469 0.0545 0.1673 0.0626 0.0004 0.1039 -0.0055 0.0574 0.0552 0.0806 -0.1630 0.0563 0.0566 0.0008 0.0925 -0.4571 0.0606 0.1041 0.0071 0.0568 0.1004 0.1015 0.0930 0.0602 0.0546 -0.2455 0.0685 0.6625 -0.5584 -0.2443 0.1037 0.6901 -0.4750 -0.1019 0.0553 0.0589 0.0485 0.0414 0.0993 0.0625 -0.2184 0.1023 -0.2493 0.0906 0.0596 0.0689 -0.2226 -0.2542 0.5097

# 6
Density functional theory data (ωB97M-V/def2-TZVPD) for a 2-piece molecular cluster, C5H11N3 overall in a non-equilibrium geometry.

Geometry as ORCA input:
```
! wB97M-V def2-TZVPD RIJCOSX def2/J DEFGRID3
* xyz 0 1
C 1.278 -1.831 1.172
H 2.275 -2.102 1.483
H 0.776 -2.754 0.920
H 1.981 -0.511 -1.781
C 1.244 1.521 -0.044
N 0.533 0.228 -0.153
H 0.919 -1.417 -1.288
H -2.905 -0.101 -1.653
H -3.835 0.203 -0.256
N 1.081 -0.409 -1.312
C -2.888 0.473 -0.725
H 2.305 1.396 0.186
C -1.693 0.219 0.119
N -1.620 0.058 1.323
C 0.697 -0.615 1.151
H 1.261 2.045 -0.997
H -3.168 1.502 -0.962
H 0.894 0.034 1.996
H 0.866 2.060 0.822
*
```

Its HOMO-LUMO gap (spin up / spin down) is 7.75 / 7.66 eV. The calculation puts the LUMO energy (spin up / spin down) at 0.0 / 0.0 eV. Its energy is -9825.992 eV. The value obtained for the energy above the lowest of the compared OMol25 structures with the same formula, charge and spin is 182.5 kcal/mol. Its HOMO energy (spin up / spin down) is -7.7 / -7.7 eV.

Electronic structure analysis, Löwdin charges in units of e: -0.0209 0.0518 0.0487 0.0802 -0.0883 -0.2819 0.0630 0.0653 0.0741 -0.0211 -0.0957 0.0768 -0.2213 0.1236 -0.1728 0.0824 0.0734 0.0823 0.0804

# 7
Density functional theory data (ωB97M-V/def2-TZVPD) for one molecule with the formula C2H3N5O in a non-equilibrium geometry.

Geometry as ORCA input:
```
! wB97M-V def2-TZVPD RIJCOSX def2/J DEFGRID3
* xyz 0 1
C 0.615 0.329 -1.199
H 1.894 1.512 -2.136
O -0.027 1.329 -0.495
C -0.514 -0.268 1.048
H -1.742 0.086 2.632
N -0.880 -0.589 2.337
N -0.658 0.960 0.732
N -0.215 -1.400 0.155
H -1.098 -1.616 2.338
N 1.553 0.528 -1.991
N 0.280 -1.067 -0.942
*
```

Its HOMO-LUMO gap is 8.54 eV. The calculation puts the LUMO energy at -1.1 eV. Its energy is -11616.548 eV. The value obtained for the energy above the lowest of the compared OMol25 structures with the same formula, charge and spin is 98.7 kcal/mol. Its HOMO energy is -9.6 eV.

Electronic structure analysis, Löwdin charges in units of e: -0.4790 0.0979 -0.0202 -0.4664 0.1755 0.0739 0.1200 0.1181 0.1013 0.1717 0.1071